Density functional theory data (ωB97M-V/def2-TZVPD) for a structure of composition C39H31Cl5P2SrTe in a non-equilibrium geometry.

Values from the calculation:
- Orbital gap: 6.03 eV
- HOMO: -6.254 eV
- E_tot: -4787.04590 Eh
- Energy relative to the best compared isomer or geometry (same formula, charge and spin): 4.901 eV
- Lowest unoccupied orbital energy: -0.2 eV
- Strongest force on any atom: 1.14 eV Å⁻¹

CARTESIAN COORDINATES (ANGSTROEM)
H 0.286791 -6.187150 0.456261
C 4.442404 -2.291329 -3.709058
C 3.549123 -1.653440 -1.153657
C 3.055236 -2.779106 -1.809605
C 1.055693 -1.529959 2.078537
Cl -4.350700 2.703718 -2.457184
C -4.756701 0.075758 1.169245
C -4.527400 1.703335 -1.066361
H 6.683304 1.256144 2.275568
C 6.198270 0.289075 2.260742
C 1.618622 -2.545773 4.171301
P 0.482267 0.122026 4.080924
H 0.452736 2.174545 2.945643
C 1.043957 -5.828688 -1.515606
C -3.485571 0.925060 -0.576964
C 0.058880 -4.009291 -2.719951
H 4.456447 -3.152843 2.201511
C 4.359462 -1.107849 1.558516
H 1.664891 -2.572730 5.249561
H 4.791726 -2.538374 -4.703023
P 2.902498 -1.320760 0.517528
C 4.062049 2.129876 6.214541
C -0.760692 -3.751908 -1.626948
H 5.674628 -0.537637 -3.547023
H 2.313791 -4.577108 3.919187
Cl -7.075551 2.575735 -0.916342
H 0.583950 -0.708394 1.602328
C 1.111160 -1.482417 3.461022
C -3.535682 0.100653 0.514682
C 4.939180 -1.164443 -3.060186
H -0.414975 1.065541 1.980607
C 2.026275 -3.674151 3.388773
Sr -1.326292 -1.245715 0.552179
H -0.009931 -3.385579 -3.603159
Cl -7.351123 0.761035 1.601354
Cl -4.907340 -0.939032 2.578618
Te -2.035236 -4.202534 1.168490
C 4.273612 0.927124 5.557930
C 1.817770 1.267666 1.597294
H 2.614779 3.624306 6.749147
H 4.879734 2.622679 6.724916
C 1.665582 -2.550212 1.182350
H 1.215898 0.218285 -0.262071
H 2.383572 -4.628598 1.526700
H 1.795986 2.274191 1.167805
H 4.587717 0.984073 1.058734
C 1.950626 0.842624 4.912522
C 6.129545 -2.020626 2.911415
C -5.734888 1.641603 -0.377030
C 6.758512 -0.785871 2.935911
C 5.006860 0.129564 1.574079
H 5.259004 0.478400 5.552832
C 0.967785 -5.054758 -2.669603
H 3.400596 -0.653918 4.397495
C -0.725448 -4.536684 -0.467619
C 4.495625 -0.846400 -1.789027
H 2.680482 1.248309 2.266241
H 1.041757 -2.904869 0.348473
H 2.793660 0.880899 -0.294325
H 1.599475 -5.274526 -3.521411
H -1.463344 -2.921772 -1.692469
Cl -1.904371 1.009260 -1.443820
C 0.556617 1.174349 2.509774
H 2.309697 -3.411962 -1.339660
H 0.747614 2.470662 5.635107
C 0.214508 -5.573462 -0.432798
C 2.792466 2.692374 6.227979
C 2.106964 0.346345 0.371096
C 1.744673 2.045026 5.592650
H 6.565570 -2.863870 3.430650
H 7.687683 -0.660439 3.476879
C 3.228107 0.288120 4.902874
C 2.098064 -3.716409 2.035848
C 4.939466 -2.188719 2.217708
C 3.503247 -3.095324 -3.086122
H 1.749630 -6.649135 -1.462362
H 4.904525 0.022855 -1.287498
C -5.854227 0.823555 0.752934
H 3.109623 -3.969907 -3.588179

Cartesian forces (eV/Å) of the 6 atoms listed first:
H -0.014 -0.012 -0.014
C 0.017 0.049 0.029
C -0.060 0.014 0.014
C -0.021 0.054 0.085
C -1.013 -0.521 0.008
Cl -0.002 0.002 0.002

Results of the Löwdin charge analysis, in e, for atoms 1 through 5: H 0.092; C -0.064; C -0.280; C -0.063; C -0.375